Arrangement one

Computed, not measured: a gas-phase ion, C2H3O2S2 (charge -1), with ωB97M-V/def2-TZVPD.

```
9
Properties=species:S:1:pos:R:3
C 0.28 0.71 0.57
C 0.25 -0.08 -0.65
O -1.26 -2.01 0.65
O -0.99 -0.23 -1.29
S 0.80 2.39 0.21
S -0.63 -1.77 -0.62
H -0.70 0.77 1.19
H 0.99 0.22 1.22
H 1.26 -0.01 -1.27
```

Output
- Net charge: -1
- Gap between HOMO and LUMO: 5.92 eV
- E_LUMO: 3.19 eV

***

Arrangement two

Computed, not measured: a gas-phase ion, C2H3O2S2 (charge -1), with ωB97M-V/def2-TZVPD.

```
9
Properties=species:S:1:pos:R:3
C -0.64 1.54 -0.77
C -0.41 0.83 0.33
O 1.75 -2.25 1.44
O 0.39 -0.32 0.81
S 1.36 -2.46 -1.16
S 0.64 -2.09 0.55
H -0.34 1.73 -1.74
H -1.63 2.04 -0.56
H -1.11 0.99 1.09
```

Output
- Net charge: -1
- Gap between HOMO and LUMO: 7.75 eV
- E_LUMO: 3.86 eV

***

Arrangement three

Computed, not measured: a gas-phase ion, C2H3O2S2 (charge -1), with ωB97M-V/def2-TZVPD.

```
9
Properties=species:S:1:pos:R:3
C -1.51 -0.37 -0.38
S -0.74 -1.85 0.40
S 1.67 -1.09 0.67
C 1.77 1.01 0.30
O 0.88 1.46 -0.29
O 2.80 1.16 0.81
H -2.52 -0.30 0.02
H -1.53 -0.50 -1.39
H -0.81 0.49 -0.14
```

Output
- Net charge: -1
- SMILES string: CSSC(=O)[O-]
- Gap between HOMO and LUMO: 7.22 eV
- E_LUMO: 3.46 eV

***

Arrangement four

Computed, not measured: a molecular structure, C2H3O2S2, with ωB97M-V/def2-TZVPD.

```
9
Properties=species:S:1:pos:R:3
C -2.96 0.85 -1.70
C 0.58 0.85 -0.58
O -2.77 0.72 -0.51
O -3.88 1.17 -2.47
S -1.63 0.37 -2.88
S 0.68 -0.54 -1.72
H 1.59 0.84 0.00
H -0.35 0.85 0.10
H 0.45 1.70 -1.34
```

Output
- Net charge: -1
- Gap between HOMO and LUMO (alpha / beta): 7.20 / 7.20 eV
- E_LUMO (alpha / beta): 2.58 / 2.58 eV

***

Quick one: most stable of them? arrangement three